Density functional theory data (ωB97M-V with the def2-TZVPD basis set) for a structure of composition C44H50Br2CsN11O4.

Last column: Löwdin charge in e.
Geometry (Å):
Cs1 0.0778 0.2208 -1.0956  0.9623
Br1 0.8467 -2.2807 -7.9804  0.7675
Br2 -6.3122 -1.6729 -5.0599  0.7624
O1 -2.1983 -1.2298 3.3781  -0.1266
O2 -1.8173 -2.8305 0.9713  -0.1102
O3 0.6124 -1.2077 3.3070  -0.1191
O4 0.8354 -2.0420 0.6268  -0.2851
N1 -2.4418 -0.6082 -2.7239  0.0533
N2 3.5852 0.5364 -2.3349  0.0307
N3 2.9994 1.6733 1.2718  0.1369
N4 0.4608 3.3253 1.4302  -0.1565
N5 1.3783 2.1757 -3.0859  0.0281
N6 0.1740 2.3513 -5.2264  0.0610
N7 -1.0738 3.4012 -0.8886  0.0953
N8 -0.0714 -1.9311 -3.4417  0.0670
N9 3.2829 -0.6558 -1.7871  0.0465
N10 -3.4255 0.9279 1.1998  0.1319
N11 -2.0591 1.3179 -5.5283  0.1240
C1 -1.0261 -1.7052 -4.3450  -0.2268
C2 1.9658 -1.7654 1.4333  -0.1833
C3 5.5079 -0.4561 -2.0800  -0.0026
C4 -3.5160 -1.6720 -4.5727  -0.0652
C5 2.8575 2.8988 1.7856  -0.2712
C6 1.4590 -2.4339 -5.2097  -0.0942
C7 0.6035 4.4661 0.5554  -0.1274
C8 0.0375 5.3346 -1.7272  -0.0269
C9 -0.6773 5.2646 -2.9062  -0.0565
C10 1.5215 3.2089 2.4142  -0.1389
C11 1.7043 -2.0033 2.9080  -0.1819
C12 -4.7176 0.6641 1.3826  -0.1397
C13 0.4676 -2.1625 -6.1347  -0.6684
C14 -3.6319 -0.1899 -2.3037  -0.1289
C15 4.5107 -2.6556 -1.0694  -0.0382
C16 -2.3824 -1.3171 -3.8506  -0.2447
C17 5.2355 2.2445 0.6262  -0.0614
C18 -5.4092 0.9562 2.5459  -0.0701
C19 -1.8140 -3.3825 2.2643  -0.1875
C20 -0.7919 -1.7851 -5.7165  -0.0679
C21 5.0860 3.5108 1.1609  -0.0601
C22 -3.3723 1.8429 3.4035  -0.0302
C23 1.1383 -2.2879 -3.8700  -0.1284
C24 -1.2887 1.7279 1.9871  -0.1360
C25 4.4482 -1.2744 -1.6360  -0.3806
C26 -2.7527 1.4930 2.2057  -0.2820
C27 3.8760 3.8417 1.7532  -0.0311
C28 -4.8182 -0.4602 -2.9671  -0.0932
C29 -1.4196 -1.0234 4.5304  -0.1830
C30 -1.6170 4.2544 -3.0621  -0.0694
C31 -1.0109 1.7877 -5.3528  -0.4120
C32 5.4640 1.9566 -3.1057  -0.0153
C33 0.5123 -3.3993 0.4302  -0.1942
C34 -0.1875 4.3791 -0.7394  -0.2585
C35 -2.6896 -2.5359 3.1673  -0.1595
C36 -1.7768 3.3579 -2.0242  -0.1444
C37 -4.7160 1.5709 3.5771  -0.0657
C38 -0.0318 -1.6376 4.4807  -0.1956
C39 4.1636 1.3651 0.7084  -0.1266
C40 -0.8580 3.1911 2.0487  -0.1819
C41 0.7811 2.2289 -4.0901  -0.4117
C42 4.9033 0.7010 -2.5289  -0.3233
C43 -4.7407 -1.2282 -4.1144  -0.6702
C44 -0.9588 -3.4773 0.0568  -0.1746
H1 2.8303 1.1976 -2.5641  0.0506
H2 -0.5003 5.9787 -3.7000  0.1107
H3 6.5300 1.8418 -3.2925  0.0791
H4 -3.6693 -2.4228 2.6985  0.1325
H5 -5.2164 1.8295 4.5019  0.1056
H6 -3.4463 -2.2748 -5.4656  0.1097
H7 -2.2115 -4.4098 2.2465  0.1374
H8 -2.1940 4.1448 -3.9698  0.1052
H9 6.1550 1.9298 0.1513  0.1049
H10 4.9740 2.2145 -4.0448  0.0838
H11 2.4543 -2.7221 -5.5154  0.1043
H12 -1.3288 0.0605 4.6270  0.1168
H13 5.3224 2.7928 -2.4177  0.0737
H14 -1.0540 1.4450 0.9715  -0.0142
H15 2.8303 -2.3609 1.1191  0.1145
H16 -0.7993 -3.4264 2.6685  0.0973
H17 4.9617 -2.6580 -0.0742  0.0759
H18 -1.5544 -1.5003 -6.4257  0.1069
H19 -0.6896 1.1003 2.6526  0.1067
H20 4.2460 0.3644 0.2990  0.0852
H21 3.7140 4.8203 2.1870  0.1125
H22 -0.8536 3.5804 3.0782  0.1216
H23 -3.6343 0.3951 -1.3878  0.0846
H24 1.6565 4.5535 0.2769  0.1215
H25 2.1963 -0.7095 1.2799  0.0929
H26 1.6044 4.1121 3.0446  0.1256
H27 0.7806 6.1071 -1.5705  0.1148
H28 5.8937 4.2306 1.1198  0.1077
H29 0.5226 -1.3302 5.3792  0.1333
H30 -5.2289 0.1911 0.5492  0.0988
H31 1.2691 2.3742 3.0718  0.1253
H32 -2.7954 2.3127 4.1910  0.1140
H33 -2.8262 -3.0611 4.1225  0.1307
H34 0.3406 5.4146 1.0609  0.1368
H35 1.9006 -2.4155 -3.1106  0.0887
H36 3.5036 -3.0649 -0.9917  0.0558
H37 1.4866 -3.0622 3.1047  0.1153
H38 -1.5751 3.7847 1.4838  0.1189
H39 1.1050 -3.8256 -0.3914  0.1280
H40 -2.4976 2.5496 -2.1020  0.0964
H41 -1.2268 -4.5380 -0.0578  0.1331
H42 -5.7624 -0.0889 -2.5962  0.1027
H43 -1.9341 -1.3982 5.4269  0.1308
H44 -1.1165 -2.9733 -0.8972  0.1085
H45 -0.0942 -2.7340 4.5031  0.1175
H46 5.1078 -3.3182 -1.6968  0.0788
H47 6.5604 -0.6868 -2.0976  0.1069
H48 0.7346 -3.9901 1.3246  0.1164
H49 2.6120 -1.7503 3.4738  0.1359
H50 -6.4601 0.7166 2.6339  0.0992

Atoms 1-2, force components in eV/Å:
0.097 0.146 0.087
-0.006 0.001 0.008

Output
Energy relative to the best compared isomer or geometry (same formula, charge and spin), kJ/mol: 0.0
HOMO, Eh: -0.28728
Gap between HOMO and LUMO, eV: 7.9
F_max, hartree/bohr: 0.00484
Charge: 0
2S+1: 1
Electronic energy, Eh: -7778.1244

***

Density functional theory data (ωB97M-V with the def2-TZVPD basis set) for a structure of composition C44H50N3ORuSSi.

Last column: Mulliken spin population.
Geometry (Å):
Ru1 -0.5340 -0.3444 1.5794  2.5281
S1 -1.9034 0.9680 0.0313  -0.0009
Si1 2.6545 0.7535 0.5688  0.0415
O1 1.0847 0.5683 0.7994  0.0456
N1 -2.2082 -1.1551 2.2039  0.3980
N2 -2.1763 -0.6346 -2.0378  0.0042
N3 -0.1007 0.4467 -1.8272  0.0052
C1 -3.8555 -1.2782 4.0053  0.0915
C2 -3.3825 -1.6793 -3.9139  -0.0008
C3 -4.3459 0.6989 5.2834  0.0982
C4 0.5378 0.1988 -3.1187  0.0018
C5 2.3102 4.1938 -1.7443  0.0012
C6 2.9398 2.0757 -0.7523  -0.0010
C7 -0.4258 -2.2493 4.5176  -0.0632
C8 -0.0393 1.0399 -4.2636  -0.0002
C9 4.0954 2.0811 -1.5338  0.0008
C10 4.0168 0.4706 3.0889  0.0027
C11 3.3081 -2.9390 -1.2344  0.0076
C12 -3.9393 -4.1377 -0.1637  0.0855
C13 -4.7334 -3.1032 0.3211  -0.0393
C14 0.8966 -1.6078 2.7269  -0.0546
C15 -4.5583 -0.6477 5.0130  -0.0448
C16 3.4730 4.1926 -2.5008  -0.0001
C17 4.6805 -3.1125 -1.1236  0.0000
C18 2.7066 -1.8153 -0.6853  0.0112
C19 4.6925 0.9313 4.2112  -0.0013
C20 -0.7130 3.2971 -3.2266  -0.0006
C21 4.3908 3.1934 3.4624  0.0000
C22 -2.9257 -0.5603 3.2371  -0.0479
C23 -2.8069 -2.1092 1.3884  -0.1655
C24 5.4449 -2.1668 -0.4553  0.0002
C25 4.8824 2.2928 4.3959  0.0005
C26 -2.0349 -1.4825 -3.2215  0.0014
C27 3.5367 1.3655 2.1321  0.0000
C28 -0.1746 -0.8886 4.6385  0.3066
C29 -4.3728 0.7113 -3.7992  0.0002
C30 -2.6966 0.7918 3.5430  0.1083
C31 -3.9004 -0.4508 -4.6753  0.0002
C32 0.6524 -0.4629 3.5333  0.1432
C33 -4.1794 -2.0945 1.0865  0.0848
C34 -2.5705 -4.1197 0.0664  -0.0260
C35 4.8392 -1.0438 0.0915  0.0003
C36 -1.3154 0.1504 -1.4070  -0.0003
C37 3.4625 -0.8476 -0.0223  0.0160
C38 4.3643 3.1328 -2.3984  0.0001
C39 -3.4052 1.4127 4.5525  -0.0398
C40 0.2262 2.5463 -4.1719  0.0000
C41 -2.0014 -3.1050 0.8145  0.1636
C42 3.7253 2.7321 2.3340  -0.0007
C43 2.0466 3.1423 -0.8766  0.0060
C44 0.2078 -2.7109 3.3659  0.3219
H1 -0.5191 -0.2537 5.4398  -0.0050
H2 -5.7939 -3.0843 0.1060  -0.0001
H3 0.4686 -0.8622 -3.3629  0.0001
H4 -3.9878 -2.3350 3.8164  -0.0006
H5 5.0767 0.2234 4.9353  -0.0001
H6 -1.9511 -4.9191 -0.3199  -0.0008
H7 5.4114 2.6530 5.2688  0.0000
H8 -4.3878 -4.9510 -0.7183  0.0030
H9 -0.9367 -3.0999 1.0284  0.0001
H10 -1.9864 1.3569 2.9441  -0.0309
H11 0.4194 1.0299 -1.1838  0.0046
H12 -1.1215 0.8836 -4.3282  0.0002
H13 4.7896 1.2513 -1.4693  0.0001
H14 4.5329 4.2573 3.6046  0.0000
H15 0.2238 -3.7341 3.0199  -0.0058
H16 1.6139 5.0200 -1.8248  -0.0001
H17 5.4421 -0.3129 0.6199  0.0003
H18 -3.0560 -0.7411 -1.5515  -0.0005
H19 -1.3421 -1.0333 -3.9293  -0.0003
H20 -4.8568 1.4676 -4.4169  0.0000
H21 3.6893 5.0207 -3.1633  0.0000
H22 1.2458 0.4419 3.5309  0.0366
H23 -0.6162 2.9720 -2.1911  0.0015
H24 1.5931 0.4395 -2.9865  -0.0011
H25 -5.1016 0.3717 -3.0589  -0.0002
H26 -1.6317 -2.4502 -2.9096  0.0011
H27 -3.2341 2.4589 4.7680  -0.0007
H28 3.8745 -0.5976 2.9583  0.0017
H29 -5.2745 -1.2117 5.5953  -0.0009
H30 -3.1178 -0.1011 -5.3550  0.0000
H31 -4.9119 1.1895 6.0634  0.0045
H32 1.7613 -1.7381 2.0892  0.0208
H33 -4.7388 -0.7742 -5.2947  0.0000
H34 1.1453 3.1590 -0.2678  -0.0036
H35 6.5150 -2.3003 -0.3602  0.0000
H36 -4.1225 -1.9993 -3.1757  0.0003
H37 -4.7888 -1.2788 1.4498  0.0001
H38 5.2716 3.1177 -2.9888  0.0000
H39 5.1558 -3.9832 -1.5561  0.0000
H40 1.2641 2.7249 -3.8823  -0.0001
H41 -3.5515 1.1946 -3.2724  -0.0007
H42 -0.5060 4.3672 -3.2567  0.0001
H43 1.6300 -1.6837 -0.7689  -0.0195
H44 0.4094 0.6578 -5.1836  0.0003
H45 -3.2574 -2.4982 -4.6249  -0.0008
H46 2.7120 -3.6789 -1.7548  -0.0001
H47 3.3669 3.4437 1.5996  0.0003
H48 -1.0379 -2.8411 5.1808  0.0067
H49 -1.7528 3.1540 -3.5306  -0.0001
H50 0.0937 2.9657 -5.1713  0.0000

Atoms 1-2, force components in eV/Å:
1.123 1.136 -0.430
0.077 -0.495 0.058

Output
Energy relative to the best compared isomer or geometry (same formula, charge and spin), kJ/mol: 43.7
HOMO (alpha / beta), Eh: -0.38711 / -0.40132
Gap between HOMO and LUMO (alpha / beta), eV: 8.0 / 6.4
F_max, hartree/bohr: 0.04095
Charge: +1
2S+1: 5
Electronic energy, Eh: -2728.5564